Below is C31H46ClGeIN6O5RbSi3 as an isolated structure, with properties calculated with wB97M-V/def2-TZVPD.

Geometry as ORCA input:
```
! RIJCOSX wB97M-V def2-TZVPD def2/J DEFGRID3
* xyz -2 2
Rb 1.70 -1.17 0.38
Cl 5.51 4.49 4.34
C 4.94 2.99 3.61
C 5.74 1.89 3.64
C 5.31 0.68 3.09
I 6.55 -1.00 3.21
C 4.06 0.50 2.46
O 3.63 -0.58 2.00
C 3.24 1.73 2.41
N 2.04 1.61 1.78
C 1.23 2.64 1.77
C 1.55 3.88 2.35
C 2.76 4.03 2.96
C 3.66 2.94 3.00
H 6.71 1.95 4.12
H 0.28 2.51 1.26
H 0.83 4.70 2.31
H 3.05 4.97 3.41
O -3.51 -6.32 -2.38
C -4.05 -5.64 -1.48
O -5.20 -5.71 -1.02
C -3.17 -4.50 -0.90
C -3.68 -3.65 0.08
C -2.88 -2.63 0.56
N -1.63 -2.39 0.14
C -1.14 -3.22 -0.79
C -1.87 -4.28 -1.32
C 0.29 -2.95 -1.21
O 1.18 -3.64 -0.68
O 0.49 -1.96 -1.98
H -4.69 -3.80 0.43
H -3.26 -1.95 1.32
H -1.45 -4.94 -2.07
C 1.04 -0.43 4.19
N 0.25 -0.98 3.09
C -1.09 -0.39 3.12
N -1.77 -0.65 4.40
C -0.93 -0.11 5.47
N 0.41 -0.69 5.50
C 0.27 -2.15 5.64
N -0.53 -2.74 4.57
C 0.12 -2.43 3.29
C -1.85 -2.11 4.57
H 1.13 0.65 4.05
H 2.04 -0.87 4.16
H -1.67 -0.79 2.30
H -0.99 0.70 2.99
H -1.42 -0.32 6.43
H -0.85 0.97 5.35
H -0.21 -2.36 6.60
H 1.26 -2.60 5.63
H -0.48 -2.85 2.47
H 1.11 -2.88 3.27
H -2.35 -2.32 5.52
H -2.44 -2.53 3.76
C 1.23 3.62 -1.60
Si -0.48 2.93 -2.01
C -1.67 3.20 -0.57
C -1.13 4.04 -3.40
Ge -0.32 0.61 -2.56
Si 1.50 0.31 -4.03
C 1.29 -1.19 -5.14
C 3.10 0.11 -3.06
C 1.72 1.82 -5.14
Si -2.38 -0.18 -3.45
C -2.98 0.97 -4.82
C -2.22 -1.88 -4.21
C -3.69 -0.16 -2.10
H 1.16 4.60 -1.11
H 1.79 3.75 -2.53
H 1.81 2.96 -0.95
H -1.47 4.15 -0.05
H -1.63 2.39 0.16
H -2.69 3.24 -0.95
H -1.07 5.09 -3.08
H -2.17 3.81 -3.64
H -0.54 3.93 -4.31
H 1.11 -2.07 -4.52
H 2.18 -1.35 -5.75
H 0.43 -1.06 -5.81
H 3.06 -0.79 -2.45
H 3.28 0.97 -2.40
H 3.96 0.02 -3.74
H 0.82 2.02 -5.72
H 2.54 1.66 -5.85
H 1.95 2.71 -4.56
H -2.24 1.06 -5.61
H -3.20 1.98 -4.45
H -3.90 0.56 -5.26
H -1.87 -1.80 -5.24
H -3.18 -2.40 -4.21
H -1.50 -2.49 -3.65
H -3.89 0.87 -1.78
H -3.35 -0.73 -1.24
H -4.62 -0.60 -2.46
*
```

Values from the calculation:
Kohn-Sham gap (spin up / spin down) (eV): 6.108 / 6.541
E (eV): -153505.7103
Energy relative to the best compared isomer or geometry (same formula, charge and spin) (kcal per mole): 5.06